C3H11O2S | wB97M-V/def2-TZVPD

Each line ends with the Mulliken charge.
Atoms and positions in Å:
C1 -1.358 1.129 -2.085  -1.06
C2 -0.772 -0.286 -1.911  -0.56
C3 0.748 -0.171 -1.642  -0.62
S1 1.293 0.263 0.070  -0.63
H1 -0.879 1.575 -2.960  0.33
H2 -2.444 1.250 -2.207  0.32
H3 -1.165 1.753 -1.208  0.25
H4 -0.865 -0.757 -2.896  0.33
H5 -1.318 -0.860 -1.163  0.36
H6 1.092 -1.198 -1.769  0.22
H7 1.127 0.464 -2.444  0.28
H8 -0.184 -1.206 2.854  0.33
H9 1.101 -1.767 2.432  0.30
O1 0.635 -1.569 3.251  -0.67
H10 -0.723 0.351 0.826  0.20
H11 -2.011 1.135 1.556  0.25
O2 -1.432 0.344 1.540  -0.64

Atoms 1-2, force components in eV/Å:
C -0.3 0.2 0.4
C 0.0 1.3 -0.4

Electronic energy (eV): -18220.897
2S+1: 1
HOMO (eV): -3.0
Charge: -1
Energy above the lowest of the compared OMol25 structures with the same formula, charge and spin (eV): 0.416
Gap between HOMO and LUMO (eV): 6.875

---

C4H6As3F20MnO3Pt | wB97M-V/def2-TZVPD

Each line ends with the Mulliken charge.
Atoms and positions in Å:
Pt1 -0.305 -0.752 1.545  1.27
Mn1 -2.534 1.865 -0.891  1.04
As1 -1.817 -3.266 -0.979  1.94
F1 -2.480 -4.380 0.294  -0.49
F2 -1.258 -2.278 0.422  -0.38
F3 -1.155 -1.984 -2.098  -0.51
F4 -2.416 -4.103 -2.395  -0.49
F5 -3.398 -2.293 -0.828  -0.46
F6 -0.156 -4.164 -1.104  -0.55
As2 0.290 3.586 1.121  1.91
F7 0.181 5.336 0.818  -0.49
F8 1.654 3.937 2.204  -0.51
F9 0.491 1.777 1.372  -0.48
F10 -1.144 3.192 0.094  -0.43
F11 1.458 3.487 -0.235  -0.49
F12 -0.915 3.719 2.481  -0.50
As3 -4.009 -1.110 2.914  1.92
F13 -3.878 0.627 2.991  -0.50
F14 -3.353 -1.301 4.575  -0.51
F15 -3.945 -2.874 2.711  -0.50
F16 -4.565 -0.983 1.253  -0.44
F17 -2.351 -1.207 2.263  -0.44
F18 -5.753 -1.059 3.310  -0.53
F19 -1.586 0.389 0.215  -0.31
F20 -3.992 0.402 -1.326  -0.67
C1 5.312 0.052 -1.503  -1.62
C2 3.871 0.506 -1.317  0.54
C3 2.958 0.768 -2.535  -0.32
O1 1.729 0.284 -2.182  -0.27
C4 1.790 -0.306 -1.007  0.34
O2 0.917 -0.847 -0.455  -0.57
O3 3.070 -0.288 -0.586  -0.39
H1 5.360 -0.961 -1.905  0.37
H2 5.738 -0.010 -0.502  0.37
H3 5.976 0.690 -2.087  0.37
H4 3.978 1.437 -0.760  0.17
H5 3.396 0.266 -3.398  0.31
H6 2.840 1.850 -2.488  0.28

Atoms 1-2, force components in eV/Å:
Pt 0.7 0.8 0.7
Mn -0.9 -4.3 1.3

Electronic energy (eV): -281828.065
2S+1: 9
HOMO (spin up / spin down) (eV): -1.1 / -4.5
Charge: -2
<S²>: 20.01
Gap between HOMO and LUMO (spin up / spin down) (eV): 4.173 / 7.302

---

C3H10N2O | wB97M-V/def2-TZVPD

Each line ends with the Mulliken charge.
Atoms and positions in Å:
C1 1.180 -1.248 -0.137  -1.12
C2 -0.130 -0.553 0.176  0.28
C3 -0.204 0.337 1.169  -0.17
N1 -1.388 1.034 1.432  -0.46
N2 -1.274 -0.921 -0.550  -0.59
H1 1.787 -0.658 -0.820  0.22
H2 1.736 -1.354 0.795  0.31
H3 1.080 -2.231 -0.602  0.39
H4 0.631 0.546 1.829  0.35
H5 -2.042 1.187 0.677  0.20
H6 -1.484 1.606 2.255  0.17
H7 -2.084 -1.139 0.018  0.22
H8 -1.116 -1.656 -1.221  0.23
H9 0.374 1.362 -1.648  0.33
H10 1.801 1.870 -1.340  0.31
O1 1.133 1.818 -2.033  -0.67

Atoms 1-2, force components in eV/Å:
C 0.0 0.3 0.1
C 0.7 -0.8 0.5

Electronic energy (eV): -8300.416
2S+1: 1
HOMO (eV): -7.2
Energy above the lowest of the compared OMol25 structures with the same formula, charge and spin (eV): 1.088
Gap between HOMO and LUMO (eV): 8.144

---

Q: Which max |F| values were calculated for the entries above? A: 0.030 0.090 0.023, in Eh/bohr.